i | {
  "formula": "C4H14O3",
  "method": "wB97M-V/def2-TZVPD",
  "elements": ["C", "C", "C", "C", "H", "H", "H", "H", "H", "H", "H", "H", "H", "H", "O", "H", "H", "O", "H", "H", "O"],
  "coordinates": [[0.6177, -0.2823, 2.0181], [0.5156, -0.8107, 0.8003], [1.7463, -1.0922, -0.0737], [-0.4976, 0.4349, 2.7975], [1.6080, 0.0460, 2.3368], [-0.3584, -1.3774, 0.4966], [2.3657, -1.8693, 0.3783], [2.4009, -0.2212, -0.0905], [1.3624, -1.3490, -1.0541], [-1.3188, 0.6350, 2.1083], [-0.8611, -0.2148, 3.5901], [-0.0978, 1.4015, 3.0733], [0.3943, -0.1238, -4.0014], [-0.3351, -0.3528, -2.7203], [0.1505, 0.3265, -3.2023], [-3.1329, -0.9056, -0.4000], [-1.9798, -0.1207, -0.7933], [-2.3134, -1.0229, -0.8740], [0.1829, 1.6564, -1.7775], [-0.6178, 2.8404, -1.4646], [0.1683, 2.4022, -1.1477]],
  "homo_energy_ha": -0.3238,
  "smiles": "C/C=C/C.O.O.O"
}



ii | {
  "formula": "C4H14O3",
  "method": "wB97M-V/def2-TZVPD",
  "elements": ["C", "C", "C", "C", "O", "H", "H", "H", "H", "H", "H", "H", "H", "H", "H", "H", "H", "O", "H", "H", "O"],
  "coordinates": [[-2.2243, 0.6566, 0.9201], [-1.2517, -0.0285, -0.0252], [-1.0678, -1.5065, 0.2963], [-0.5387, -2.2777, -0.9100], [0.0068, -1.5383, 1.2908], [-3.1105, 0.0221, 0.9399], [-1.7586, 0.7663, 1.9016], [-2.3517, 1.7134, 0.6486], [-0.2082, 0.3016, 0.0196], [-1.6325, 0.2087, -1.0181], [-1.8770, -2.0167, 0.8391], [-1.3408, -2.6878, -1.5227], [0.1361, -3.0523, -0.5682], [0.0219, -1.5436, -1.5126], [0.6304, -2.1517, 1.6655], [1.5913, -0.8222, 1.3128], [3.0431, -0.8053, 1.8333], [2.5261, -0.6403, 1.0558], [2.4965, 4.8029, -2.3922], [3.8326, 5.0220, -2.5123], [3.0770, 5.5772, -2.2621]],
  "homo_energy_ha": -0.3889,
  "smiles": "CC[C@@H](C)O.O.O"
}



Last place for stability: ii



i | {
  "formula": "C4H14O3",
  "method": "wB97M-V/def2-TZVPD",
  "elements": ["C", "C", "C", "C", "H", "H", "H", "H", "H", "H", "H", "H", "H", "H", "O", "H", "H", "O", "H", "H", "O"],
  "coordinates": [[1.2947, -1.5461, -0.8645], [0.2413, -0.4902, -1.0974], [-1.1055, -0.6551, -0.9363], [-1.9123, 0.4082, -0.2393], [2.0789, -1.1192, -0.1981], [0.7527, -2.3579, -0.3094], [1.6902, -1.8834, -1.8238], [0.5979, 0.5054, -1.4606], [-1.5634, -1.6199, -0.9746], [-2.8773, 0.4338, -0.7201], [-2.0626, 0.0984, 0.7897], [-1.3516, 1.3541, -0.3038], [0.9997, 3.2441, -1.5104], [-0.4914, -2.1186, 0.9932], [1.0062, 2.2893, -1.2217], [0.2299, -1.4123, 2.0565], [0.2913, 0.1376, 2.2928], [0.7220, -0.6600, 2.5975], [0.8769, 1.5885, 1.6570], [0.4640, 2.0186, 0.1774], [0.1184, 1.7846, 1.0961]],
  "homo_energy_ha": -0.3098
}



ii | {
  "formula": "C4H14O3",
  "method": "wB97M-V/def2-TZVPD",
  "elements": ["C", "C", "C", "C", "H", "H", "H", "H", "H", "H", "H", "H", "H", "H", "O", "H", "H", "O", "H", "H", "O"],
  "coordinates": [[2.6171, 0.4082, 1.5106], [1.2096, 0.9652, 1.2710], [0.4691, 0.8294, 0.1691], [0.6902, 1.7300, 2.4292], [3.2076, 1.3418, 1.5334], [3.0930, 0.0063, 0.6266], [2.5524, -0.2330, 2.3792], [-0.5238, 1.2494, 0.1097], [0.8540, 0.2410, -0.6516], [-0.0105, 2.5168, 2.1363], [1.5232, 2.3109, 2.8536], [0.2606, 1.1158, 3.2238], [0.0223, 1.2565, -4.3045], [-0.1310, 0.6377, -2.9687], [-0.4502, 0.5721, -3.8644], [-1.5807, -1.0403, -0.7663], [-2.2853, 0.1917, -0.1757], [-2.4429, -0.6682, -0.5671], [-2.0237, -2.8156, 0.4110], [-1.5142, -3.2904, -0.9297], [-1.2643, -3.2261, 0.0093]],
  "homo_energy_ha": -0.3566,
  "smiles": "C=C(C)C.O.O.O"
}



Last place for stability: i



i | {
  "formula": "C4H14O3",
  "method": "wB97M-V/def2-TZVPD",
  "elements": ["C", "C", "C", "C", "H", "H", "H", "H", "H", "H", "H", "H", "H", "H", "O", "H", "H", "O", "H", "H", "O"],
  "coordinates": [[-2.7629, 0.0453, -0.8656], [-1.7231, 0.6893, 0.0418], [-0.9631, -0.3030, 0.8752], [-1.0561, -0.4134, 2.1981], [-2.3413, -0.7120, -1.5209], [-3.2268, 0.8162, -1.4873], [-3.5698, -0.4069, -0.2935], [-1.0066, 1.2220, -0.5792], [-2.1760, 1.4229, 0.7126], [-0.4399, -1.0893, 0.3325], [-0.3916, -1.0553, 2.7470], [-1.6978, 0.2223, 2.7965], [0.7299, 0.8838, 1.3311], [1.6283, 2.0803, 1.6075], [1.6230, 1.2250, 1.1638], [1.4616, -0.8032, -1.6723], [1.2386, -1.3366, -3.0828], [0.7622, -1.0928, -2.2849], [3.7447, 0.1372, -0.8800], [2.5049, 0.2451, 0.0388], [2.9542, -0.3319, -0.6030]],
  "homo_energy_ha": -0.3664,
  "smiles": "C=CCC.O.O.O"
}



ii | {
  "formula": "C4H14O3",
  "method": "wB97M-V/def2-TZVPD",
  "elements": ["C", "C", "C", "C", "H", "H", "H", "H", "H", "H", "H", "H", "H", "H", "O", "H", "H", "O", "H", "H", "O"],
  "coordinates": [[-1.0223, 1.7141, -2.0591], [-1.4091, 1.0575, -0.7362], [-2.4343, 0.1970, -0.7345], [-2.8333, -0.5463, 0.5148], [-1.2720, 1.0165, -2.8381], [0.0423, 1.9309, -2.1393], [-1.5203, 2.6789, -2.1362], [-1.1140, 1.5357, 0.1847], [-3.0031, 0.0532, -1.6455], [-2.3197, -0.1351, 1.3879], [-2.4565, -1.5740, 0.4549], [-3.9133, -0.5645, 0.6491], [1.9689, -1.5399, 0.1105], [0.5682, -2.1385, -0.0027], [1.1761, -1.5372, -0.4430], [2.1010, 1.4908, 0.2026], [1.1666, 0.4765, 0.7635], [1.7147, 1.2246, 1.0542], [3.0419, -1.8226, 2.6072], [3.0963, -0.6709, 1.6067], [3.2291, -1.6256, 1.6844]],
  "homo_energy_ha": -0.3309,
  "smiles": "C/C=C/C.O.O.O"
}



Last place for stability: ii



i | {
  "formula": "C3H10NS",
  "method": "wB97M-V/def2-TZVPD",
  "elements": ["S", "H", "C", "N", "C", "C", "H", "H", "H", "H", "H", "H", "H", "H", "H"],
  "coordinates": [[-0.2039, 2.3132, -2.2744], [-0.1380, 3.3172, -3.1766], [1.1227, -0.2844, -0.4611], [0.1285, -0.0137, 0.5863], [-1.2268, 0.0958, 0.0893], [0.2489, -0.9862, 1.6563], [0.9595, 0.3673, -1.3240], [1.0023, -1.3365, -0.7895], [2.0882, -0.1912, 0.0328], [-1.8845, 0.2772, 0.9438], [-1.3082, 0.9342, -0.6125], [-1.5832, -0.8155, -0.4331], [-0.5428, -0.7867, 2.3805], [1.2274, -0.8856, 2.1272], [0.1100, -2.0050, 1.2550]],
  "homo_energy_ha": -0.0976,
  "charge": -1
}



ii | {
  "formula": "C3H10NS",
  "method": "wB97M-V/def2-TZVPD",
  "elements": ["C", "S", "H", "H", "H", "C", "N", "C", "H", "H", "H", "H", "H", "H", "H"],
  "coordinates": [[2.4170, 1.0426, 0.6845], [1.2134, 1.5741, -0.5876], [3.3663, 0.8455, 0.1808], [2.2997, -0.0052, 1.1193], [2.3945, 1.7795, 1.4614], [-2.8198, -1.3532, -0.1957], [-1.6876, -0.9256, 0.5517], [-0.3626, -1.6009, 0.1302], [-2.7292, -1.1145, -1.2875], [-3.8839, -0.9193, -0.0188], [-2.7598, -2.4770, -0.1775], [-1.5340, 0.1244, 0.5974], [-0.1776, -1.5465, -0.9258], [0.4525, -1.2006, 0.7680], [-0.4367, -2.7233, 0.1096]],
  "homo_energy_ha": -0.0821,
  "charge": -1
}



iii | {
  "formula": "C3H10NS",
  "method": "wB97M-V/def2-TZVPD",
  "elements": ["C", "S", "H", "H", "H", "C", "N", "C", "H", "H", "H", "H", "H", "H", "H"],
  "coordinates": [[-2.8054, 0.1497, 0.3720], [-2.0910, -1.2175, -0.5651], [-2.0663, 0.5869, 1.0654], [-3.1736, 0.8842, -0.3410], [-3.5959, -0.1355, 1.0754], [0.9103, 1.0865, -0.1220], [1.3125, -0.1885, 0.5765], [2.0392, -0.9910, -0.3884], [1.8224, 1.5343, -0.5146], [0.1473, 0.7311, -0.8194], [0.4186, 1.7332, 0.6106], [0.4101, -0.5048, 0.9046], [1.9770, -2.0529, -0.1182], [3.1012, -0.7426, -0.3476], [1.5935, -0.8732, -1.3880]],
  "homo_energy_ha": -0.0847,
  "charge": -1
}



iv | {
  "formula": "C3H10NS",
  "method": "wB97M-V/def2-TZVPD",
  "elements": ["C", "N", "H", "H", "H", "H", "H", "C", "C", "S", "H", "H", "H", "H", "H"],
  "coordinates": [[0.2704, 0.1643, 3.1587], [-0.6639, 1.0338, 2.4470], [1.0515, 0.7758, 3.6273], [-0.3003, -0.4192, 3.8762], [0.7843, -0.5175, 2.4682], [-0.3637, 1.1419, 1.4830], [-1.5980, 0.7051, 2.4624], [-0.8232, 0.1290, -2.8156], [0.3549, -0.6302, -2.1903], [0.4868, -0.3633, -0.3858], [-1.1174, -0.4100, -3.7255], [-1.6453, 0.1646, -2.0991], [-0.5823, 1.1604, -3.0832], [0.1200, -1.6908, -2.3504], [1.2607, -0.3346, -2.7215]],
  "homo_energy_ha": -0.0902,
  "charge": -1
}



Last place for stability: ii



i | {
  "formula": "C3H10NS",
  "method": "wB97M-V/def2-TZVPD",
  "elements": ["C", "S", "H", "H", "H", "C", "C", "N", "H", "H", "H", "H", "H", "H", "H"],
  "coordinates": [[2.1928, -2.9918, -1.2861], [0.6651, -1.9724, -1.0209], [1.8241, -4.0077, -1.4373], [2.8172, -2.7475, -2.1472], [2.8081, -2.9730, -0.3868], [-2.0206, 1.8744, 1.0344], [-0.8290, 1.6021, 0.1317], [0.2154, 0.8961, 0.8669], [-2.9022, 2.1199, 0.4349], [-2.3074, 1.0362, 1.6762], [-1.8244, 2.6452, 1.7947], [-1.2987, 1.0562, -0.7057], [-0.4108, 2.5222, -0.2816], [-0.0574, -0.0820, 0.8400], [1.1277, 1.0220, 0.4869]],
  "homo_energy_ha": -0.0818,
  "charge": -1
}



ii | {
  "formula": "C3H10NS",
  "method": "wB97M-V/def2-TZVPD",
  "elements": ["C", "S", "H", "H", "H", "C", "C", "N", "H", "H", "H", "H", "H", "H", "H"],
  "coordinates": [[-1.2380, 2.6661, -1.6340], [-0.7126, 1.6774, -0.1834], [-1.0021, 2.2006, -2.5922], [-2.3306, 2.6361, -1.5325], [-1.0809, 3.7461, -1.5324], [0.5864, -1.2351, 1.8814], [1.1102, -1.6448, 0.4923], [0.0565, -1.4512, -0.5255], [-0.3474, -1.7509, 2.1091], [1.3119, -1.0430, 2.6660], [0.2533, -0.2375, 1.5956], [2.0006, -1.0626, 0.2224], [1.4261, -2.6970, 0.5187], [-0.5049, -0.6843, -0.1327], [0.4714, -1.1198, -1.3528]],
  "homo_energy_ha": -0.0854,
  "charge": -1
}



Last place for stability: ii